## a
{"formula": "C6H10N5", "method": "ωB97M-V/def2-TZVPD", "species": ["C", "C", "C", "C", "C", "C", "N", "N", "N", "N", "N", "H", "H", "H", "H", "H", "H", "H", "H", "H", "H"], "coordinates": [[-0.56, 0.44, 3.18], [-0.18, -0.05, 1.11], [-1.53, -0.12, 1.43], [-1.99, -1.00, -0.70], [0.28, -0.38, -0.15], [1.69, -0.65, -0.52], [-1.68, 0.11, 2.70], [0.42, 0.38, 2.25], [-2.43, -0.63, 0.53], [-0.72, -0.98, -0.99], [-0.29, 1.43, -1.74], [-0.43, 1.04, 4.14], [-2.66, -1.09, -1.50], [1.85, -0.89, -1.55], [2.09, -1.49, -0.03], [2.37, 0.12, -0.19], [1.47, 0.59, 2.39], [-3.37, -0.71, 0.71], [-0.51, -0.77, -1.90], [0.46, 2.09, -1.96], [-1.00, 1.88, -1.18]], "gap_ev": [6.590, 9.066], "total_charge": 1, "homo_energy_ha": [-0.39676, -0.48481], "multiplicity": 1}

***

## b
{"formula": "C6H10N5", "method": "ωB97M-V/def2-TZVPD", "species": ["C", "C", "C", "C", "C", "C", "N", "N", "N", "N", "N", "H", "H", "H", "H", "H", "H", "H", "H", "H", "H"], "coordinates": [[-2.64, -0.07, -1.19], [-3.57, -0.80, -0.48], [-1.83, 0.48, -0.14], [-0.61, 1.03, -0.41], [1.75, 1.39, -0.61], [2.11, 0.73, 0.75], [-3.36, -0.73, 0.84], [0.40, 1.41, -0.90], [-2.35, 0.12, 1.08], [1.33, -0.41, 1.00], [1.89, -1.61, 0.34], [-2.46, 0.14, -2.32], [-4.43, -1.50, -0.83], [2.09, 2.38, -0.64], [2.43, 0.85, -1.40], [3.20, 0.70, 0.71], [1.86, 1.38, 1.56], [-1.88, 0.29, 2.05], [2.88, -1.91, 0.59], [2.04, -1.62, -0.62], [1.15, -2.25, 0.64]], "gap_ev": [7.442, 7.443], "total_charge": 1, "homo_energy_ha": [-0.43226, -0.43229], "multiplicity": 1}

***

Which structure loses on stability? b does.

***

## a
{"formula": "C9H17N3O", "method": "ωB97M-V/def2-TZVPD", "species": ["C", "C", "C", "C", "C", "C", "N", "N", "C", "O", "C", "C", "N", "H", "H", "H", "H", "H", "H", "H", "H", "H", "H", "H", "H", "H", "H", "H", "H", "H"], "coordinates": [[3.33, 1.93, 0.53], [2.78, 0.86, -0.40], [1.47, 0.28, 0.14], [0.89, -0.79, -0.79], [-0.41, -1.38, -0.25], [-0.97, -2.46, -1.18], [-1.39, -0.35, -0.02], [-1.88, 0.44, -1.05], [-2.74, 1.41, -0.55], [-3.23, 2.28, -1.25], [-2.87, 1.08, 0.84], [-2.04, 0.03, 1.11], [-1.77, -0.56, 2.33], [4.27, 2.33, 0.13], [2.63, 2.75, 0.63], [3.53, 1.53, 1.52], [2.61, 1.28, -1.39], [3.51, 0.05, -0.50], [0.74, 1.09, 0.25], [1.63, -0.14, 1.13], [1.62, -1.60, -0.90], [0.73, -0.37, -1.78], [-0.20, -1.83, 0.73], [-0.26, -3.26, -1.30], [-1.19, -2.04, -2.16], [-1.90, -2.87, -0.78], [-1.34, 0.54, -1.90], [-3.48, 1.61, 1.54], [-2.45, -0.31, 3.04], [-1.60, -1.56, 2.31]], "gap_ev": 8.373, "homo_energy_ha": -0.28530, "multiplicity": 1, "smiles": "CCCC[C@H](C)n1[nH]c(=O)cc1N"}

***

## b
{"formula": "C9H17N3O", "method": "ωB97M-V/def2-TZVPD", "species": ["O", "C", "N", "C", "N", "C", "C", "C", "C", "C", "C", "C", "N", "H", "H", "H", "H", "H", "H", "H", "H", "H", "H", "H", "H", "H", "H", "H", "H", "H"], "coordinates": [[3.76, -1.11, -0.06], [2.53, -0.61, 0.07], [2.08, 0.27, -0.87], [1.39, 1.45, -0.61], [0.23, 1.14, 0.19], [-0.97, 0.87, -0.57], [-2.28, 1.31, 0.10], [-2.92, 0.16, 0.82], [-3.03, -1.07, -0.04], [-1.76, -1.66, -0.40], [-0.95, -0.56, -1.21], [0.79, 0.51, 1.41], [1.59, -0.70, 1.11], [2.83, 0.54, -1.50], [1.94, 2.18, -0.05], [1.28, 2.05, -1.50], [-0.75, 1.67, -1.37], [-1.88, 2.09, 0.93], [-2.91, 1.74, -0.62], [-2.29, -0.23, 1.65], [-3.99, 0.35, 1.19], [-3.71, -2.04, 0.24], [-3.43, -0.75, -1.10], [-1.38, -1.82, 0.70], [-2.02, -2.55, -0.91], [-1.30, -0.73, -2.38], [0.04, -1.14, -1.13], [0.07, 0.03, 2.08], [1.56, 1.35, 1.94], [1.75, -1.26, 1.86]], "gap_ev": 9.734, "homo_energy_ha": -0.33358, "multiplicity": 1, "smiles": "O=C1NCN(C2CCCCC2)CN1"}

***

Which structure loses on stability? b does.

***

## a
{"formula": "C5H8NO", "method": "ωB97M-V/def2-TZVPD", "species": ["C", "C", "C", "C", "C", "N", "O", "H", "H", "H", "H", "H", "H", "H", "H"], "coordinates": [[0.32, 1.17, -0.16], [0.56, 2.38, -0.69], [1.11, -0.80, 0.27], [-0.15, -0.20, -0.16], [-1.50, -0.69, -0.27], [0.63, 0.38, 0.98], [0.83, -2.00, 1.15], [1.14, 2.93, -0.02], [0.46, 2.49, -1.79], [2.12, -0.73, -0.16], [-1.58, -1.60, -0.75], [-1.98, 0.24, -0.53], [-1.85, -0.98, 0.74], [0.39, 0.40, 2.04], [1.54, -2.54, 1.16]], "gap_ev": [7.667, 8.793], "total_charge": 1, "s2": 2.006, "homo_energy_ha": [-0.39251, -0.59012], "multiplicity": 3}

***

## b
{"formula": "C5H8NO", "method": "ωB97M-V/def2-TZVPD", "species": ["C", "C", "C", "C", "C", "N", "O", "H", "H", "H", "H", "H", "H", "H", "H"], "coordinates": [[-0.75, -2.96, -0.58], [-0.53, -1.96, 0.21], [-0.36, -3.25, 0.96], [-0.39, 0.57, 0.70], [-0.06, 1.29, -0.48], [0.43, 2.80, -0.61], [-1.35, 1.19, -0.08], [-0.77, -3.46, -1.50], [-1.24, -3.49, 1.49], [0.61, -3.73, 1.31], [-0.12, 0.70, 1.70], [0.18, 0.89, -1.52], [-0.08, 3.19, -1.34], [1.43, 2.77, -0.97], [0.43, 3.09, 0.39]], "gap_ev": [7.484, 7.135], "total_charge": 1, "s2": 2.011, "homo_energy_ha": [-0.41412, -0.46221], "multiplicity": 3}

***

Which structure loses on stability? b does.

***

## a
{"formula": "C2H11O3S", "method": "ωB97M-V/def2-TZVPD", "species": ["C", "C", "S", "H", "H", "H", "H", "H", "H", "H", "O", "H", "H", "O", "H", "H", "O"], "coordinates": [[-0.25, -1.13, -2.25], [0.02, -1.19, -0.72], [-0.22, 0.39, 0.06], [0.30, -0.33, -2.74], [-1.31, -1.05, -2.50], [0.11, -2.03, -2.79], [1.08, -1.48, -0.70], [-0.60, -2.00, -0.36], [1.59, 3.38, 0.72], [0.47, 2.40, 1.07], [1.05, 3.07, 1.44], [1.59, 0.17, 1.40], [2.56, 0.14, 2.62], [2.45, -0.16, 1.72], [-3.12, -0.21, 1.77], [-2.43, 0.09, 0.42], [-3.29, -0.07, 0.83]], "gap_ev": 7.208, "total_charge": -1, "homo_energy_ha": -0.12614, "multiplicity": 1}

***

## b
{"formula": "C2H11O3S", "method": "ωB97M-V/def2-TZVPD", "species": ["C", "C", "S", "H", "H", "H", "H", "H", "H", "H", "O", "H", "H", "O", "H", "H", "O"], "coordinates": [[0.98, -0.56, -1.76], [0.36, -0.88, -0.42], [0.19, 0.75, 0.55], [0.38, 0.34, -2.11], [1.98, -0.08, -1.80], [0.82, -1.57, -2.33], [-0.68, -1.42, -0.40], [1.14, -1.58, 0.04], [-2.69, -0.24, 1.51], [-1.43, -0.22, 2.24], [-2.35, -0.65, 2.35], [-3.14, 1.62, 0.20], [-1.95, 0.82, -0.26], [-2.95, 0.78, -0.24], [2.40, 1.02, 0.40], [3.54, 0.68, 1.45], [3.39, 1.18, 0.57]], "gap_ev": 7.560, "total_charge": -1, "homo_energy_ha": -0.13903, "multiplicity": 1}

***

Which structure loses on stability? b does.

***

## a
{"formula": "C2H8O4", "method": "ωB97M-V/def2-TZVPD", "species": ["C", "C", "O", "O", "H", "H", "H", "H", "O", "H", "H", "O", "H", "H"], "coordinates": [[-0.13, 2.10, 0.90], [0.33, 0.85, 0.21], [-0.34, -0.15, 0.12], [1.61, 0.88, -0.15], [-0.38, 1.71, 1.89], [-0.95, 2.62, 0.46], [0.73, 2.73, 1.05], [1.80, -0.02, -0.49], [1.91, -1.90, -0.74], [1.01, -1.78, -0.41], [2.36, -2.35, -0.02], [-3.16, -1.07, -0.15], [-2.24, -0.80, -0.14], [-3.19, -1.91, 0.35]], "gap_ev": 11.356, "homo_energy_ha": -0.39957, "multiplicity": 1, "smiles": "CC(=O)O.O.O"}

***

## b
{"formula": "C2H8O4", "method": "ωB97M-V/def2-TZVPD", "species": ["C", "C", "O", "O", "H", "H", "H", "H", "O", "H", "H", "O", "H", "H"], "coordinates": [[-1.73, 0.62, 1.55], [-0.94, 0.20, 0.34], [-1.45, -0.02, -0.75], [0.38, 0.24, 0.52], [-1.88, 1.69, 1.63], [-2.73, 0.25, 1.29], [-1.37, 0.13, 2.45], [0.75, 0.36, -0.48], [0.89, 0.26, -1.89], [-0.07, 0.05, -1.88], [0.97, 1.22, -2.02], [2.66, -1.55, -0.13], [1.87, -1.02, -0.14], [2.65, -2.44, -0.49]], "gap_ev": 11.449, "homo_energy_ha": -0.40267, "multiplicity": 1, "smiles": "CC(=O)O.O.O"}

***

## c
{"formula": "C2H8O4", "method": "ωB97M-V/def2-TZVPD", "species": ["C", "C", "H", "H", "H", "H", "O", "O", "O", "H", "H", "O", "H", "H"], "coordinates": [[-0.29, -0.04, -2.06], [-1.40, -0.16, -1.35], [0.59, -0.64, -1.88], [-0.24, 0.62, -2.92], [-2.33, 0.29, -1.68], [-1.52, -0.97, -0.64], [0.56, -0.87, 2.41], [-0.68, -0.56, 1.80], [-0.70, 0.78, 1.45], [0.41, -0.74, 3.36], [-0.24, 0.82, 0.53], [1.70, 0.53, 0.03], [1.76, -0.23, 0.61], [2.37, 1.15, 0.35]], "gap_ev": 10.610, "homo_energy_ha": -0.36523, "multiplicity": 1, "smiles": "C=C.OOO.O"}

***

Which structure loses on stability? c does.

***

## a
{"formula": "C4H7FS", "method": "ωB97M-V/def2-TZVPD", "species": ["C", "C", "C", "C", "H", "H", "H", "H", "H", "H", "H", "F", "S"], "coordinates": [[1.67, 0.61, 0.15], [0.37, 0.18, -0.37], [-0.64, 1.13, 0.06], [-0.29, -1.04, 0.17], [1.77, 0.67, 1.33], [1.92, 1.56, -0.49], [0.26, 0.23, -1.41], [-1.10, 2.11, -0.35], [-0.39, 1.43, 1.24], [-0.03, -1.99, -0.24], [-0.35, -1.03, 1.37], [2.50, -0.55, -0.09], [-1.95, -0.21, -0.04]], "gap_ev": 9.463, "homo_energy_ha": -0.31884, "multiplicity": 1}

***

## b
{"formula": "C4H7FS", "method": "ωB97M-V/def2-TZVPD", "species": ["C", "C", "C", "F", "S", "C", "H", "H", "H", "H", "H", "H", "H"], "coordinates": [[0.45, -1.70, 0.73], [-0.24, -0.70, 0.19], [-0.99, 0.23, 1.13], [-0.89, -0.28, 2.43], [-0.25, -0.48, -1.56], [0.63, 1.13, -1.60], [0.50, -1.79, 1.77], [0.96, -2.36, 0.06], [-2.03, 0.30, 0.85], [-0.57, 1.29, 1.03], [1.48, 1.14, -0.93], [1.04, 1.23, -2.63], [-0.08, 1.98, -1.46]], "gap_ev": 9.725, "homo_energy_ha": -0.32633, "multiplicity": 1, "smiles": "C=C(CF)SC"}

***

## c
{"formula": "C4H7FS", "method": "ωB97M-V/def2-TZVPD", "species": ["C", "C", "C", "C", "H", "H", "H", "H", "H", "H", "H", "F", "S"], "coordinates": [[-0.80, -0.90, -0.60], [-0.22, 0.16, 0.17], [0.96, 0.57, -0.57], [-0.19, 0.35, 1.52], [-1.86, -0.41, -1.40], [0.28, -1.45, -1.69], [-1.25, -1.84, 0.33], [1.68, 1.52, -0.39], [0.87, 0.73, -1.77], [0.78, 0.88, 1.99], [-0.56, -0.49, 2.16], [1.66, -0.62, -0.51], [-1.36, 1.50, 0.76]], "gap_ev": 9.601, "homo_energy_ha": -0.33227, "multiplicity": 1}

***

Which structure loses on stability? c does.